[1]
Computed, not measured: a structure of composition C15H49AlCl2FO10 at a distorted geometry, with ωB97M-V/def2-TZVPD.

Cartesian coordinates (Å):
C 5.63 -3.91 1.71
C 4.27 -2.98 1.50
Cl 3.93 -2.48 -0.30
C 3.37 -2.55 2.63
Cl 3.75 -3.09 4.40
Al 1.74 -1.33 2.24
C -0.07 -2.15 2.74
C -0.68 -3.20 1.63
F -1.07 -1.02 2.82
H 6.59 -3.28 1.39
H 5.59 -4.87 1.02
H 5.81 -4.23 2.82
H 1.87 0.06 3.05
H 1.72 -0.99 0.69
H -0.11 -2.66 3.81
H -1.87 -3.11 1.61
H -0.32 -2.82 0.57
H -0.38 -4.31 1.87
C -0.02 1.60 -0.85
O 1.28 1.44 -0.31
H -0.61 0.71 -0.62
H -0.50 2.48 -0.40
H 0.05 1.72 -1.93
H 1.78 2.25 -0.53
C -0.27 5.03 -3.16
O -0.18 4.63 -1.81
H -0.17 4.15 -3.80
H -1.24 5.49 -3.35
H 0.53 5.73 -3.39
H -0.28 5.43 -1.27
C -1.29 2.34 4.03
O -2.36 1.42 4.17
H -1.56 3.27 4.55
H -0.39 1.92 4.48
H -1.12 2.55 2.97
H -2.10 0.61 3.70
C 0.07 -0.82 -4.21
O -0.26 -1.10 -2.86
H -0.83 -0.51 -4.74
H 0.81 -0.01 -4.24
H 0.48 -1.72 -4.68
H 0.56 -1.38 -2.41
C 3.60 -7.58 2.55
O 3.27 -6.55 1.64
H 4.25 -8.31 2.05
H 4.14 -7.15 3.40
H 2.69 -8.08 2.90
H 2.70 -5.92 2.12
C 4.34 -5.55 -3.10
O 4.43 -5.95 -1.74
H 4.44 -6.43 -3.74
H 3.37 -5.09 -3.28
H 5.14 -4.85 -3.32
H 4.33 -5.15 -1.20
C -5.63 1.53 3.08
O -5.96 1.25 4.43
H -6.53 1.84 2.55
H -4.89 2.34 3.05
H -5.22 0.63 2.61
H -5.14 0.98 4.88
C -1.98 5.35 -6.99
O -0.68 5.19 -6.45
H -2.57 4.46 -6.76
H -2.45 6.23 -6.54
H -1.91 5.48 -8.07
H -0.18 6.00 -6.67
C 1.23 6.40 1.32
O 1.21 7.00 0.04
H 0.21 6.09 1.58
H 1.89 5.53 1.31
H 1.58 7.13 2.06
H 2.12 7.27 -0.16
C -7.65 -0.34 -0.02
O -6.33 -0.04 0.39
H -8.05 0.50 -0.59
H -7.65 -1.24 -0.64
H -8.28 -0.50 0.87
H -6.00 -0.80 0.89

Calculated values
- Net charge: -1
- Orbital gap: 7.330 eV
- Lowest unoccupied orbital energy: 2.00 eV

[2]
Computed, not measured: a structure of composition C15H4Cl4F6N5O9RhS2, with ωB97M-V/def2-TZVPD.

Cartesian coordinates (Å):
Rh 0.06 -0.33 -0.39
Cl -6.76 -0.38 -2.12
C -5.04 -0.18 -2.14
C -4.43 0.51 -3.23
Cl -5.44 1.14 -4.49
C -3.07 0.66 -3.29
Cl -2.31 1.46 -4.61
C -2.22 0.16 -2.26
O -0.98 0.28 -2.29
C -2.85 -0.53 -1.11
O -2.13 -0.98 -0.19
C -4.28 -0.69 -1.13
Cl -4.98 -1.55 0.19
F 1.97 -4.07 0.82
C 2.65 -3.11 1.43
F 3.43 -3.69 2.35
F 3.42 -2.51 0.54
S 1.44 -1.92 2.24
O 1.56 -0.68 1.48
O 0.20 -2.62 2.20
N 1.95 -1.73 3.74
S 3.18 -0.74 3.94
O 4.21 -0.87 2.94
O 3.58 -0.74 5.32
C 2.49 1.00 3.71
F 2.92 1.76 4.74
F 1.16 1.04 3.73
F 2.92 1.57 2.60
O 0.74 -2.12 -1.08
N 0.12 -2.75 -2.03
C 0.56 -2.50 -3.23
C -0.05 -3.20 -4.32
N -0.51 -3.75 -5.23
C 1.65 -1.60 -3.53
N 2.55 -0.93 -3.80
O -2.16 2.45 1.56
C -1.03 2.59 1.14
C -0.21 3.87 1.32
C 1.07 3.61 0.53
C 0.88 2.19 0.05
O 1.67 1.54 -0.64
N -0.30 1.67 0.43
H -0.03 4.01 2.39
H -0.79 4.72 0.96
H 1.99 3.67 1.12
H 1.19 4.26 -0.34

Calculated values
- Spin multiplicity: 5
- Energy relative to the best compared isomer or geometry (same formula, charge and spin): 8.3 kcal per mole
- ⟨S²⟩: 6.0299
- Net charge: -2
- Orbital gap (spin up / spin down): 6.905 / 7.043 eV
- Lowest unoccupied orbital energy (spin up / spin down): 3.83 / 2.88 eV

In hartree, the total energy values for the records above are, in order, -2615.7238; -4871.8920.